C2H2S4 | wB97M-V/def2-TZVPD

```
8
Properties=species:S:1:pos:R:3:forces:R:3
C 0.8256 -0.1054 -0.0197 -5.03 -4.82 0.37
C -0.6532 0.1374 0.0843 -1.49 4.27 -1.55
H 0.9641 2.2110 1.0197 1.37 -2.74 -2.17
H -2.9586 -0.5808 0.2463 2.23 -0.46 -0.03
S 1.8058 1.0737 0.1972 3.55 6.54 2.52
S 1.1409 -1.7069 -0.2605 1.18 0.13 -0.44
S -1.6420 -1.2098 0.2464 -2.37 -0.40 0.43
S -1.2447 1.7292 -0.2864 0.57 -2.52 0.88
```
Positions in Å, forces in eV/Å.

Calculated values
**HOMO-LUMO gap**: 6.64 eV
**Energy**: -1670.04917 hartree
**Relative energy (zero: lowest compared OMol25 entry of this formula, charge and spin)**: 45.7 kcal/mol
**SMILES**: S=C(S)C(=S)S